(1)
The following is a DFT calculation (ωB97M-V/def2-TZVPD) of 6 unconnected molecules or ions with the total composition C15H42O6 at a distorted geometry.

Last column: Mulliken charge in e.
Element x y z (Å)
1 C 1.452 -0.701 -3.244  -0.95
2 C 2.450 -0.344 -4.333  0.40
3 C 2.512 -1.429 -5.403  -1.31
4 O 2.072 0.905 -4.947  -0.57
5 H 1.275 0.048 -2.476  0.08
6 H 1.842 -1.562 -2.682  0.27
7 H 0.498 -1.042 -3.657  0.41
8 H 3.419 -0.196 -3.859  0.26
9 H 3.442 -1.334 -5.957  0.35
10 H 1.658 -1.350 -6.079  0.37
11 H 2.433 -2.417 -4.943  0.32
12 H 1.383 0.697 -5.585  0.34
13 C -5.094 -5.691 -0.300  -1.25
14 C -4.244 -4.478 -0.687  0.29
15 C -3.242 -4.155 0.400  -1.08
16 O -3.510 -4.839 -1.883  -0.55
17 H -5.722 -5.543 0.578  0.37
18 H -4.409 -6.502 -0.030  0.33
19 H -5.667 -5.993 -1.175  0.32
20 H -4.846 -3.608 -0.928  0.32
21 H -2.650 -5.004 0.760  0.32
22 H -3.775 -3.774 1.279  0.36
23 H -2.464 -3.438 0.130  0.23
24 H -3.092 -5.685 -1.692  0.35
25 C -0.686 -0.136 0.028  -1.22
26 C 0.125 -1.015 0.977  0.69
27 C 1.146 -1.878 0.264  -1.10
28 O 0.860 -0.089 1.797  -0.48
29 H -0.036 0.583 -0.473  0.22
30 H -1.424 0.406 0.613  0.25
31 H -1.086 -0.816 -0.726  0.40
32 H -0.603 -1.616 1.534  0.17
33 H 1.926 -1.342 -0.272  0.02
34 H 0.658 -2.553 -0.454  0.41
35 H 1.672 -2.558 0.944  0.44
36 H 1.367 -0.541 2.481  0.25
37 C -2.534 3.336 2.524  -1.26
38 C -2.518 4.816 2.843  0.51
39 C -3.741 5.282 3.604  -1.24
40 O -1.310 5.212 3.476  -0.55
41 H -3.331 3.097 1.810  0.36
42 H -2.787 2.678 3.369  0.35
43 H -1.591 2.971 2.122  0.30
44 H -2.474 5.323 1.873  0.21
45 H -3.664 4.931 4.639  0.34
46 H -4.653 4.856 3.186  0.34
47 H -3.818 6.367 3.603  0.30
48 H -1.304 4.861 4.373  0.33
49 C 3.647 1.153 -0.610  -0.96
50 C 3.959 2.536 -0.101  0.49
51 C 2.791 3.121 0.698  -0.97
52 O 5.120 2.424 0.737  -0.55
53 H 4.467 0.730 -1.197  0.41
54 H 2.738 1.143 -1.210  0.17
55 H 3.513 0.437 0.208  0.14
56 H 4.200 3.177 -0.957  0.18
57 H 2.213 2.324 1.170  0.07
58 H 2.091 3.667 0.058  0.30
59 H 3.147 3.829 1.446  0.37
60 H 5.421 3.299 0.999  0.33
61 O 3.454 -0.799 3.419  -0.59
62 H 3.722 -0.138 4.063  0.30
63 H 3.602 -1.644 3.855  0.29

The orbital gap is 10.37 eV. The SMILES is CC(C)O.CC(C)O.CC(C)O.CC(C)O.CC(C)O.O. As for the HOMO energy: -9.841 eV. Its energy above the lowest of the compared OMol25 structures with the same formula, charge and spin is 123.05 kJ/mol.

---

(2)
The following is a DFT calculation (ωB97M-V/def2-TZVPD) of a molecular structure, C15H43K2O10 at a distorted geometry.

Last column: Mulliken charge in e.
Element x y z (Å)
1 K -2.686 1.005 3.636  0.98
2 K 1.429 2.210 2.614  0.97
3 O 0.901 0.555 0.301  -0.19
4 C -0.207 -0.061 0.808  0.31
5 O -0.485 0.100 2.025  -0.63
6 O -0.923 -0.691 0.002  0.32
7 H 0.806 0.222 -0.625  -0.34
8 C 4.460 1.242 -3.670  -1.08
9 C 4.686 1.275 -2.162  -0.22
10 O 3.407 1.008 -1.563  -0.40
11 H 4.068 0.255 -3.926  0.21
12 H 5.413 1.430 -4.160  0.40
13 H 3.658 1.932 -3.925  0.28
14 H 4.928 2.304 -1.875  0.32
15 H 5.430 0.548 -1.828  0.31
16 H 3.493 1.227 -0.632  0.14
17 C -0.417 -1.069 -3.348  -1.35
18 C 0.855 -0.311 -3.050  0.36
19 O 1.680 -1.070 -2.182  -0.33
20 H -0.159 -1.890 -4.020  0.43
21 H -1.147 -0.419 -3.834  0.35
22 H -0.973 -1.513 -2.522  0.10
23 H 0.638 0.684 -2.627  -0.08
24 H 1.409 -0.088 -3.969  0.41
25 H 2.491 -0.549 -2.041  0.25
26 C 1.310 -1.637 4.092  -0.99
27 C 1.077 -0.375 4.919  0.05
28 O 2.219 0.433 4.773  -0.55
29 H 0.408 -2.247 3.970  0.29
30 H 2.038 -2.285 4.578  0.47
31 H 1.519 -1.432 3.042  0.16
32 H 0.935 -0.715 5.953  0.32
33 H 0.137 0.130 4.684  -0.06
34 H 2.985 -0.141 4.881  0.33
35 C 0.754 3.784 -0.915  -0.74
36 C -0.259 4.522 -0.097  -0.17
37 O 0.229 4.738 1.244  -0.52
38 H 0.942 2.811 -0.456  -0.07
39 H 1.693 4.329 -1.030  0.45
40 H 0.407 3.583 -1.929  0.39
41 H -1.146 3.894 0.011  0.19
42 H -0.474 5.454 -0.625  0.29
43 H -0.541 4.961 1.775  0.31
44 C -4.860 -2.834 2.589  -1.32
45 C -3.464 -2.533 2.088  0.11
46 O -3.416 -1.137 1.754  -0.56
47 H -4.949 -3.904 2.792  0.39
48 H -5.539 -2.677 1.752  0.33
49 H -5.131 -2.282 3.486  0.30
50 H -3.200 -3.124 1.209  0.22
51 H -2.675 -2.770 2.810  0.19
52 H -2.572 -0.938 1.310  0.21
53 C 1.888 -3.379 0.360  -0.68
54 C 0.751 -3.869 -0.527  -0.10
55 O -0.514 -3.622 0.056  -0.60
56 H 2.005 -2.295 0.377  -0.09
57 H 2.847 -3.790 0.021  0.44
58 H 1.860 -3.804 1.367  0.27
59 H 0.907 -4.918 -0.780  0.39
60 H 0.767 -3.321 -1.473  -0.06
61 H -0.714 -2.691 -0.104  0.10
62 C -4.246 2.198 -2.043  -1.51
63 C -2.953 1.765 -1.421  0.64
64 O -2.530 0.550 -2.012  -0.52
65 H -5.059 1.519 -1.772  0.33
66 H -4.306 2.297 -3.128  0.33
67 H -4.587 3.188 -1.722  0.39
68 H -3.057 1.643 -0.336  0.08
69 H -2.204 2.550 -1.595  -0.10
70 H -2.037 0.034 -1.357  0.16

The orbital gap is 7.45 eV. As for the charge: +1. As for the HOMO energy: -11.323 eV. Its energy above the lowest of the compared OMol25 structures with the same formula, charge and spin is 0.00 kJ/mol.

---

(3)
The following is a DFT calculation (ωB97M-V/def2-TZVPD) of 7 unconnected molecules or ions with the total composition C15H44O7 at a distorted geometry.

Last column: Löwdin spin population.
Element x y z (Å)
1 C 3.491 -1.932 0.369  0.00
2 C 3.915 -0.833 -0.606  0.00
3 C 4.105 -1.499 -1.975  0.00
4 O 2.934 0.138 -0.692  0.00
5 H 2.831 -1.702 1.205  0.00
6 H 4.275 -2.560 0.792  0.00
7 H 2.966 -2.728 -0.158  0.00
8 H 4.885 -0.453 -0.285  0.00
9 H 4.198 -0.743 -2.755  0.00
10 H 3.230 -2.051 -2.318  0.00
11 H 4.882 -2.249 -2.119  0.00
12 H 3.151 0.740 -1.408  0.00
13 C -1.870 -3.083 1.453  0.00
14 C -0.498 -3.843 1.867  0.00
15 C -0.527 -5.321 1.412  0.00
16 O 0.583 -3.255 1.168  0.00
17 H -2.004 -2.250 2.143  0.00
18 H -2.820 -3.592 1.620  0.00
19 H -1.821 -2.635 0.461  0.00
20 H -0.350 -3.802 2.946  0.00
21 H -1.452 -5.709 1.840  0.00
22 H 0.266 -5.972 1.777  0.00
23 H -0.674 -5.388 0.334  0.00
24 H 0.327 -2.330 1.195  0.00
25 C -2.206 1.733 -0.567  0.17
26 C -1.595 2.996 -1.299  0.14
27 C -2.175 4.334 -0.862  0.07
28 O -0.285 3.030 -1.064  0.57
29 H -2.360 1.940 0.492  0.00
30 H -1.587 0.858 -0.765  0.00
31 H -3.130 1.613 -1.133  0.02
32 H -1.789 2.868 -2.364  0.00
33 H -2.955 4.711 -1.524  0.02
34 H -1.413 5.107 -0.967  0.00
35 H -2.651 4.357 0.118  0.00
36 H -0.180 3.215 -0.128  0.01
37 C -1.530 4.031 3.230  0.00
38 C 0.011 4.140 2.881  0.00
39 C 0.794 3.607 4.020  0.00
40 O 0.242 3.291 1.810  0.00
41 H -2.068 4.037 2.282  0.00
42 H -1.987 4.709 3.951  0.00
43 H -1.731 3.108 3.774  0.00
44 H 0.165 5.187 2.620  0.00
45 H 0.561 4.081 4.973  0.00
46 H 1.861 3.560 3.804  0.00
47 H 0.467 2.578 4.167  0.00
48 H 0.941 2.674 2.039  0.00
49 C -1.023 -1.975 -2.509  0.00
50 C -1.304 -1.553 -3.895  0.00
51 C -2.328 -2.393 -4.749  0.00
52 O -1.755 -0.207 -3.806  0.00
53 H -1.897 -1.775 -1.890  0.00
54 H -0.228 -1.417 -2.015  0.00
55 H -0.916 -3.057 -2.433  0.00
56 H -0.420 -1.556 -4.534  0.00
57 H -2.454 -1.885 -5.704  0.00
58 H -3.334 -2.436 -4.331  0.00
59 H -1.905 -3.380 -4.938  0.00
60 H -2.576 -0.288 -3.315  0.00
61 O 0.393 -0.547 0.851  0.00
62 H 0.045 0.318 0.636  0.00
63 H 1.140 -0.659 0.264  0.00
64 O 2.717 1.421 1.740  0.00
65 H 2.836 0.896 0.948  0.00
66 H 3.585 1.780 1.922  0.00

Its expectation value of S² is 0.75. The orbital gap (spin up / spin down) is 9.33 / 2.87 eV. As for the charge: +1. As for the HOMO energy (spin up / spin down): -11.787 / -11.787 eV. As for the spin multiplicity: 2. Its energy above the lowest of the compared OMol25 structures with the same formula, charge and spin is 66.20 kJ/mol.

---

(4)
The following is a DFT calculation (ωB97M-V/def2-TZVPD) of 7 unconnected molecules or ions with the total composition C15H44O7 at a distorted geometry.

Last column: Löwdin spin population.
Element x y z (Å)
1 O -0.106 -0.029 0.011  0.01
2 H 0.802 0.132 0.270  0.00
3 H -0.066 -0.154 -0.937  0.00
4 O 0.442 -0.890 -2.536  0.00
5 H -0.113 -1.444 -3.085  0.00
6 H 0.907 -0.327 -3.155  0.00
7 C -3.799 0.886 1.413  0.00
8 C -4.110 0.045 0.161  0.00
9 C -4.021 0.840 -1.101  0.00
10 O -3.134 -1.016 0.104  0.00
11 H -4.351 1.798 1.186  0.00
12 H -2.749 1.158 1.517  0.00
13 H -4.135 0.388 2.322  0.00
14 H -5.068 -0.474 0.182  0.00
15 H -4.558 1.784 -1.010  0.00
16 H -4.631 0.280 -1.810  0.00
17 H -3.043 0.993 -1.559  0.00
18 H -2.248 -0.725 -0.126  0.00
19 C 2.011 -2.359 1.564  0.15
20 C 3.306 -1.873 0.870  0.15
21 C 3.366 -2.383 -0.564  0.02
22 O 3.217 -0.506 0.848  0.57
23 H 2.173 -3.418 1.761  0.02
24 H 1.102 -2.199 0.985  0.00
25 H 1.861 -2.068 2.603  0.00
26 H 4.175 -2.111 1.484  0.05
27 H 3.319 -1.732 -1.438  0.00
28 H 2.602 -3.121 -0.809  0.01
29 H 4.254 -3.014 -0.558  0.01
30 H 3.208 -0.150 1.739  0.01
31 C -2.028 -4.582 0.808  0.00
32 C -1.576 -3.745 -0.374  0.00
33 C -0.645 -4.549 -1.319  0.00
34 O -2.618 -3.432 -1.218  0.01
35 H -1.157 -5.085 1.228  0.00
36 H -2.603 -5.489 0.618  0.00
37 H -2.357 -3.990 1.662  0.00
38 H -1.052 -2.870 0.010  0.00
39 H 0.172 -4.999 -0.755  0.00
40 H -0.178 -3.852 -2.014  0.00
41 H -1.223 -5.270 -1.898  0.00
42 H -2.986 -2.644 -0.813  0.00
43 C -1.080 4.014 -1.145  0.00
44 C -0.232 3.088 -1.984  0.00
45 C -1.135 2.591 -3.171  0.00
46 O 0.797 3.937 -2.403  0.00
47 H -0.426 4.381 -0.354  0.00
48 H -1.861 3.362 -0.755  0.00
49 H -1.412 4.875 -1.726  0.00
50 H 0.302 2.279 -1.484  0.00
51 H -0.628 2.357 -4.107  0.00
52 H -1.770 3.454 -3.374  0.00
53 H -1.590 1.650 -2.864  0.00
54 H 1.413 3.960 -1.668  0.00
55 C 1.551 2.817 2.435  0.00
56 C 2.990 2.346 2.132  0.00
57 C 4.014 3.396 2.396  0.00
58 O 3.175 1.170 2.893  0.00
59 H 1.229 3.150 3.422  0.00
60 H 0.990 1.883 2.447  0.00
61 H 1.220 3.553 1.703  0.00
62 H 3.059 2.131 1.065  0.00
63 H 3.806 4.325 1.867  0.00
64 H 4.914 3.030 1.901  0.00
65 H 4.236 3.576 3.448  0.00
66 H 4.073 0.872 3.059  0.00

Its expectation value of S² is 0.75. The orbital gap (spin up / spin down) is 8.80 / 2.64 eV. As for the charge: +1. As for the HOMO energy (spin up / spin down): -11.916 / -11.867 eV. As for the spin multiplicity: 2. Its energy above the lowest of the compared OMol25 structures with the same formula, charge and spin is 153.94 kJ/mol.